No. 1
14
Properties=species:S:1:pos:R:3:forces:R:3:mulliken_charge:R:1 method="wB97M-V/def2-TZVPD" charge=-1 homo_ev=-3.383 relative_energy_ev=1.0817 fmax_ha_per_bohr=0.0826 multiplicity=1 lumo_ha=0.1380
H 0.453219 -1.155486 2.021235 -0.328 0.308 0.116 0.263
C -0.796906 1.018716 0.052200 1.150 0.184 -2.557 -0.900
H 0.559883 -2.598128 2.497633 -1.042 2.253 1.025 0.296
H -1.811695 -1.668261 -1.387935 -0.123 0.310 -0.257 0.296
H -0.855427 -2.135668 -0.416451 3.059 1.536 2.513 0.321
O -1.480725 -2.464801 -0.981492 -2.913 -1.843 -2.322 -0.604
H -1.797543 0.667842 0.115421 -0.934 -1.265 -0.442 0.349
O 0.202534 -1.689104 2.819310 1.252 -2.580 -0.982 -0.662
O 2.202691 2.731371 -1.425744 -0.384 -2.003 -1.645 -0.676
H -0.715384 1.469357 0.989617 0.316 1.962 1.029 0.279
H -0.746398 1.670709 -0.934501 -0.032 -0.788 2.372 0.209
H 1.648433 1.943360 -1.136783 0.724 0.920 0.295 0.276
S 0.644280 -0.154718 0.101462 -0.426 0.112 -0.670 -0.741
H 2.493041 2.364810 -2.313970 -0.320 0.894 1.524 0.296

No. 2
66
Properties=species:S:1:pos:R:3:forces:R:3:mulliken_spin:R:1 method="wB97M-V/def2-TZVPD" charge=0 homo_ev="-6.102 / -8.075" relative_energy_ev=2.4912 fmax_ha_per_bohr=0.0774 multiplicity=5 lumo_ha="-0.0070 / -0.0909"
C 3.829399 3.827044 -1.683875 1.151 -1.624 0.007 0.002
C 0.070429 -2.858730 -3.543821 2.254 0.839 0.063 0.002
C 1.077858 -1.524118 3.841402 1.747 1.274 -0.902 0.074
C -2.070745 -4.119159 -1.717982 0.593 2.137 0.254 0.011
C 5.897172 2.669348 -1.362340 -0.021 -0.410 0.563 0.000
H 3.406663 -2.560862 -2.726802 -0.709 0.030 0.024 0.000
C -4.782862 -4.505035 -2.109830 0.610 0.183 -0.335 0.000
S 1.477556 3.656532 -0.410005 -0.474 1.370 -1.120 -0.055
H -5.713815 3.228544 2.395642 0.568 -0.313 0.310 0.000
N -5.133775 2.548812 2.888310 0.073 1.091 -0.777 0.032
C 1.462403 -3.048755 -3.562949 1.243 -1.032 -0.236 -0.001
C 0.452182 -1.119478 -1.863800 0.111 0.347 0.852 0.003
N -3.257418 3.324199 1.716395 -2.075 -0.221 1.300 0.054
Se -2.897180 -0.478006 -4.495338 0.327 -0.400 1.190 0.150
H -0.556022 -3.455376 -4.176502 -0.376 -0.022 -0.113 0.000
H 3.244352 4.531958 -2.169930 -0.745 1.443 -0.753 -0.001
H 2.388206 -0.915356 -0.953966 -0.311 -0.703 -1.690 -0.010
S 3.403703 0.748331 1.049718 -1.336 2.882 0.973 0.021
H -5.836436 -4.650742 -2.323138 0.092 -0.043 0.201 0.000
H -1.983678 5.227078 0.829126 0.472 -0.979 0.028 0.000
H -2.146585 -1.145430 4.596896 -1.159 -0.035 -0.175 0.006
C 5.229229 1.807780 -0.477544 1.401 0.934 -1.330 0.000
N -1.384391 4.430712 1.076733 -1.879 -0.365 0.332 0.016
C -0.948437 0.350462 3.582650 -0.563 2.948 -2.170 0.222
N 0.380182 0.644298 3.154434 0.059 -1.020 0.468 0.177
H -4.647892 -2.768458 -3.387153 -0.453 0.103 -0.106 -0.001
H -0.055121 -0.445418 -1.134385 0.827 -0.323 -0.695 -0.012
N -3.127430 1.496734 3.347326 -1.666 1.802 -0.724 0.100
C -1.241116 -0.912708 4.104932 1.519 -0.218 0.124 -0.030
C 2.324532 -2.346127 -2.707283 0.239 0.593 0.348 0.001
H 1.863704 -2.234439 3.974433 0.416 -0.278 0.105 0.011
H -0.528004 -2.866175 4.415133 0.367 0.102 0.224 0.017
C -1.855095 1.448252 3.070922 1.878 -1.942 1.570 0.175
H 6.965091 2.544973 -1.433153 0.160 0.082 -0.403 0.000
H 2.410695 0.129567 3.285410 -0.460 -0.413 -0.136 0.011
C 1.833759 -1.383363 -1.824454 -0.575 0.239 1.209 0.005
C -2.741459 -3.192639 -2.592411 -1.516 -2.458 2.340 0.015
H 5.696659 4.353120 -2.756497 -0.731 -0.915 0.979 0.000
H -4.660762 -6.193177 -0.818320 0.663 0.459 -0.022 0.000
Se -2.829579 -0.585570 -0.760208 0.350 -0.253 -1.196 0.896
N -1.189872 2.441970 2.316453 0.022 -0.506 -0.588 0.083
O 1.162710 4.595882 -1.500312 0.584 -1.738 1.888 0.008
O 3.985762 -0.529699 0.753016 0.106 0.503 0.479 0.003
P -2.145259 -1.531607 -2.769513 -0.523 0.849 -0.281 -0.070
C 3.906601 1.966552 -0.259591 -1.115 -2.088 2.573 -0.017
C -1.950741 3.363645 1.669903 -0.169 1.280 0.395 -0.025
C -3.809916 2.510020 2.666121 1.331 -1.627 -0.343 0.009
C -2.719972 -5.161861 -1.058061 1.625 -0.756 -0.015 -0.008
C 5.195255 3.656062 -2.023293 -0.459 0.784 -0.057 0.000
Ir 0.443458 1.740925 1.531830 0.370 0.004 0.660 1.957
C 3.152522 2.974985 -0.798753 -0.234 1.789 -0.793 0.019
C -4.082422 -5.363633 -1.260105 -0.560 -0.441 -0.157 0.001
H -2.000736 -5.830577 -0.467116 -1.702 0.878 -0.592 0.000
H -5.500915 2.138352 3.718324 -0.035 -0.451 0.246 0.000
C -0.225744 -1.860132 4.139498 -2.455 0.177 0.312 0.139
O 1.563693 4.274144 0.948068 -0.223 -1.480 -1.400 0.049
C 1.396282 -0.263376 3.373837 -0.997 -0.605 1.170 0.055
H -1.043824 -3.802656 -1.379078 -0.999 -0.912 -0.574 0.001
C -0.379093 -1.812983 -2.716010 -0.286 -0.528 -0.527 0.012
C -4.124341 -3.455037 -2.744911 0.787 0.321 -0.387 -0.001
O 3.662138 1.459787 2.362510 -0.608 -2.127 -3.308 -0.001
O 1.851535 0.631214 0.747220 2.577 -0.414 0.246 -0.075
H 2.063375 -3.818276 -4.155906 -1.681 0.903 0.448 0.000
H 5.764042 1.034532 0.035632 0.220 -0.275 0.092 0.000
H -0.417976 4.455856 0.905488 1.316 0.382 0.023 -0.004
O 0.427458 2.527275 -0.373008 1.040 1.187 -0.089 -0.024

No. 3
11
Properties=species:S:1:pos:R:3:forces:R:3:mulliken_charge:R:1 method="wB97M-V/def2-TZVPD" charge=0 homo_ev=-9.298 smiles="CNC(=O)C=O" relative_energy_ev=3.4085 fmax_ha_per_bohr=0.0903 multiplicity=1 lumo_ha=0.0034
O -0.836718 -1.552418 0.833952 -0.514 0.337 -0.055 -0.540
H 1.030288 0.167186 -0.225080 -1.670 4.241 -0.887 0.330
H -1.652382 1.407073 0.925356 0.392 -0.164 -0.247 0.299
O 1.881149 -1.710264 -1.241220 -0.334 0.677 0.810 -0.411
H -0.721602 2.480854 -0.143512 0.114 -0.197 0.008 0.317
N -0.046491 0.456636 -0.167539 0.899 -1.272 0.220 -0.146
C -0.107026 -0.807595 0.252847 1.426 -1.891 -0.070 0.394
C 1.486676 -1.434753 -0.132838 -1.400 -1.584 0.081 -0.077
H -1.888427 1.343433 -0.834348 0.452 -0.155 0.179 0.247
H 1.989469 -1.827274 0.775457 0.123 0.117 -0.027 0.323
C -1.134931 1.477121 -0.043071 0.511 -0.108 -0.012 -0.737

No. 4
83
Properties=species:S:1:pos:R:3:forces:R:3:mulliken_charge:R:1 method="wB97M-V/def2-TZVPD" charge=0 homo_ev=-7.705 relative_energy_ev=2.0765 fmax_ha_per_bohr=0.0742 multiplicity=1 lumo_ha=-0.1244
H -2.850991 3.893857 -0.038029 0.470 0.473 0.377 0.530
C -2.526075 -0.119153 5.194066 -0.528 0.784 -1.409 -0.301
H 1.632374 1.498180 4.889701 1.200 -0.424 -0.424 0.266
H -0.141743 0.765422 3.717540 0.372 -0.058 -0.550 -0.082
H -3.197674 3.747190 4.569076 0.407 -1.352 0.080 0.349
C -0.355671 2.374817 -2.616164 2.143 1.036 -2.101 1.067
H 3.313057 -4.799458 -3.442851 0.210 -0.525 -0.065 0.431
C 2.668346 0.333142 1.832088 -0.358 0.300 1.243 -1.181
O 3.982809 0.508509 -0.742017 -1.037 -0.275 0.229 -0.676
H 5.274390 -3.286406 -3.467518 -1.071 0.739 0.684 0.359
C -0.976062 -2.450294 2.349500 0.380 -0.495 0.105 0.157
O -1.279772 1.767091 -2.137517 -2.858 -2.026 1.507 -0.258
H -0.867106 0.561667 6.462220 -1.163 0.227 -0.840 0.265
C -1.471559 -0.289256 1.614261 -0.800 -0.851 -0.224 0.375
N -1.954207 -1.454965 1.874554 1.311 0.340 0.535 -0.491
H 1.275648 -2.411260 -0.550886 0.244 0.138 -0.134 0.336
S -6.254892 -2.044559 -2.412583 -0.469 -1.430 0.122 -0.228
C 3.120718 -1.596968 -1.317790 -0.336 0.909 -0.174 0.501
C 2.073212 -0.007926 0.580506 1.980 -0.524 0.990 1.563
H -0.022690 -3.261610 4.126959 0.036 -0.418 0.059 0.632
C 4.480928 -0.720658 -5.792500 -1.080 0.620 -0.194 -0.758
H -1.510639 4.167264 -2.543039 -0.752 -0.096 -0.004 0.429
C 2.048527 -0.051016 -4.302052 -1.361 0.414 0.784 -0.221
Te -2.126870 -2.142032 5.327924 -0.017 -1.269 0.196 0.233
S -6.748040 -3.925674 -1.953833 0.557 1.380 -0.156 0.161
C -1.888391 2.192140 5.510103 -1.072 0.989 -0.511 -0.289
C 3.318220 -3.946579 -2.795273 -0.578 0.685 1.074 -0.276
C 0.703013 -0.275593 0.567888 -0.365 0.904 -0.982 0.030
H -3.793744 -0.871471 0.744355 -0.273 0.325 -0.159 0.507
C 0.846923 0.382220 -3.560141 1.709 0.337 -1.276 0.836
C 1.883183 0.596059 3.003227 1.122 -0.467 -1.295 1.246
C -2.982094 2.647524 4.687598 0.929 0.697 1.338 -0.449
H -1.206907 2.883027 6.009849 -0.289 0.054 -0.354 0.398
H -1.347809 -3.459764 2.186272 -0.544 0.046 -0.182 0.650
C -3.854534 1.704372 4.207882 0.784 -1.987 0.048 -0.528
H 1.984743 -1.003351 -4.842702 0.201 0.282 0.596 0.357
C -3.647921 0.195649 0.562530 0.287 -0.331 -0.055 -0.020
S -5.186847 -6.677858 -1.807387 -0.234 0.096 -0.357 -0.173
H 0.019862 4.219625 -1.835111 0.944 0.876 1.153 0.448
C -4.532437 0.990923 -0.150383 0.826 -0.039 0.682 -1.118
C 3.146911 0.784698 -4.383672 -0.841 0.046 -0.815 0.758
C -3.568611 0.302652 4.354548 0.070 1.986 1.583 -0.204
H 5.528790 -0.771726 -6.119681 -0.430 0.101 0.446 0.226
C -0.582645 -2.390926 3.826199 0.169 2.005 0.396 -0.874
H 5.016280 -1.135368 -2.184855 0.684 1.121 -0.010 0.522
H 1.837844 3.659274 -3.100873 0.328 0.030 -0.129 0.455
O 4.285767 0.472662 -5.017372 1.388 -0.446 -0.143 -0.407
C 2.233116 -3.763208 -1.897410 1.444 1.115 -1.392 -1.311
S -5.525423 -5.156655 -2.935471 0.209 -0.004 0.413 0.223
H -4.768412 1.951735 3.722464 -0.436 0.401 -0.509 0.417
C -2.119502 2.043564 0.878626 1.902 0.534 0.386 0.047
H 4.126871 -1.615464 -5.296509 0.380 -0.210 0.533 0.225
C -3.026933 2.877513 0.246094 -0.051 -0.837 -0.350 -1.098
H -1.087387 2.416471 1.190384 -1.586 -0.491 -0.311 0.230
C 2.463209 0.943530 4.345125 -1.171 0.141 1.235 -1.604
H -5.417784 0.532174 -0.561796 -0.210 0.278 -0.142 0.505
H -4.729944 2.995392 -0.912017 -0.704 0.177 -0.237 0.414
C 3.057127 -0.274828 -0.559541 1.172 0.085 0.192 -0.060
H -0.102259 4.330639 -3.579677 0.091 -0.123 0.027 0.504
C 0.816746 1.773251 -3.191634 0.278 -0.172 0.118 0.003
C 4.366912 -3.008551 -2.858728 -0.394 -0.830 -0.489 -0.730
H 1.461528 -4.500534 -1.868750 -0.404 -0.322 0.181 0.463
H 3.761367 0.397825 2.056057 -0.875 -0.099 -1.069 0.354
H 3.829515 -0.635679 -6.661101 0.110 0.040 -0.404 0.377
C -2.413442 0.692967 1.017011 -0.625 0.061 0.220 0.948
C -0.494123 3.865175 -2.679989 -0.254 -0.056 -0.622 -2.108
H -0.028512 -2.430673 1.775025 -0.326 0.298 0.096 -0.385
C 2.129276 -2.548427 -1.204236 -0.123 -1.479 0.247 0.437
H 3.302174 1.598995 4.209452 0.494 0.389 0.220 0.496
O 0.071089 -0.705172 -0.500855 -0.692 -0.260 -1.109 -1.082
H 0.066131 -1.509579 4.061779 -0.409 -0.815 -0.451 -0.127
C -0.035736 0.053469 1.686637 -0.585 0.262 1.317 -0.559
C 3.116845 2.152557 -3.979501 -1.276 -0.238 0.956 -1.099
H 4.044513 2.696308 -4.068926 -0.154 0.297 -0.054 0.421
C 4.215401 -1.814150 -2.165956 -0.100 -1.276 0.401 -0.828
Pb -1.751318 -0.560212 -1.925138 1.656 0.583 0.543 1.335
C -4.172084 2.329033 -0.290757 -0.552 0.049 -0.395 -0.452
C 0.520385 0.544662 2.861118 -0.940 -0.508 0.089 -0.119
H -4.311032 -0.385433 4.032726 -0.210 -0.631 -0.619 0.450
O -0.138243 -0.453009 -3.435675 -0.101 -0.015 -0.027 -1.112
C -1.725918 0.855635 5.785734 1.562 -0.423 0.722 -0.253
H 2.764141 0.117969 5.058908 -0.305 0.514 -1.176 0.244
C 1.936092 2.638617 -3.438090 0.890 -1.362 -0.223 -0.719

No. 5
34
Properties=species:S:1:pos:R:3:forces:R:3:mulliken_charge:R:1 method="wB97M-V/def2-TZVPD" charge=-1 homo_ev=-5.511 fmax_ha_per_bohr=0.0141 multiplicity=1 lumo_ha=0.0925
H 4.124766 2.647076 3.044829 0.002 0.016 -0.002 0.238
H 2.058686 -0.798656 2.973860 -0.014 -0.011 0.004 0.240
O -1.434100 -4.144622 -3.902396 -0.003 0.019 0.033 -0.692
N -0.554522 -2.110524 -2.612209 -0.091 -0.365 0.239 -0.399
O 0.730670 0.693722 2.671918 -0.016 -0.042 0.009 -0.254
C 0.883896 3.103293 2.879583 0.007 0.038 0.006 -0.573
O -2.157195 -2.239898 -5.988584 -0.095 0.174 0.008 -0.464
H -0.886951 1.914451 2.864365 -0.001 -0.007 0.003 0.375
O -3.127086 -1.935773 -2.533352 0.024 0.077 -0.010 -0.685
O -2.863516 -0.283524 0.061558 0.143 0.090 0.060 -0.565
H 2.232438 0.562394 4.107194 0.008 -0.004 -0.008 0.396
C 3.197180 2.773867 2.488547 0.006 -0.002 0.007 -0.673
H 2.958069 1.843712 1.968095 0.005 -0.003 0.004 0.279
H -0.431121 -0.106678 -4.832829 0.177 -0.071 0.227 0.346
H -3.551610 -0.200343 -0.608146 -0.014 0.115 -0.083 0.293
H 0.343050 3.967105 3.277960 -0.002 -0.002 0.001 0.371
H -2.619351 -2.938937 -5.502954 0.209 -0.267 -0.082 0.324
N -0.647840 -1.274310 0.324951 -0.578 0.083 0.434 -0.237
H 0.083361 1.741278 4.338643 0.012 0.008 -0.002 0.341
B -1.055366 -1.866066 -5.301524 -0.009 0.008 -0.082 0.595
H -0.654102 -0.928858 1.276248 0.092 -0.140 0.024 0.217
S -1.849080 -1.261638 -2.300483 -0.002 -0.063 -0.071 0.822
H 0.888560 -0.591847 4.295230 0.001 0.019 0.014 0.322
H 3.335901 3.567382 1.746045 -0.014 -0.007 -0.010 0.321
C 1.516915 -0.064397 3.567894 0.008 0.000 -0.004 -0.872
O -0.361623 -0.725481 -5.572753 -0.282 0.055 -0.242 -0.553
H -0.298267 -2.216768 0.249723 0.437 0.218 -0.398 0.210
O -1.764002 0.053929 -2.955184 0.004 0.004 0.018 -0.749
O 0.909320 -3.381311 -4.115831 -0.043 -0.091 0.007 -0.725
C 0.134928 1.841307 3.248615 -0.056 -0.016 -0.025 -0.481
H 0.920649 3.198112 1.789537 -0.006 0.002 0.003 0.338
S -0.486470 -3.037812 -3.921202 0.022 0.276 0.018 0.903
B -1.769745 -0.924869 -0.451039 0.067 -0.074 -0.099 0.372
O 2.193559 3.124683 3.423691 0.001 -0.041 -0.001 -0.379

E
In order: -18161.6926; -213032.2027; -8774.2862; -107548.0288; -48827.5679
Unit: eV